The following is a DFT calculation (ωB97M-V with the def2-TZVPD basis set) of one molecule with the formula C4H7FN2S.

Each line ends with the Löwdin charge.
CARTESIAN COORDINATES (ANGSTROEM)
C 0.61 -0.56 0.94  -0.508
C 0.41 0.73 0.18  -0.183
C -0.37 0.55 -1.08  -0.090
C 0.11 0.84 -2.31  -0.161
H -2.72 -0.88 1.12  -0.140
H -0.28 -2.12 1.87  0.098
H 2.51 -0.61 0.66  0.039
H 1.37 1.18 -0.08  0.106
H -0.05 1.49 0.83  0.103
H -1.45 0.31 -1.02  0.113
H 1.14 1.18 -2.46  0.123
N -0.49 -1.18 1.51  -0.400
N 1.77 -1.12 1.15  0.107
F -0.67 0.57 -3.34  0.024
S -1.88 -0.38 2.05  0.767

Calculated values
Kohn-Sham gap in eV: 10.0
E_HOMO in Eh: -0.340
F_max in eV/Å: 2.78
Net charge: 0

***

The following is a DFT calculation (ωB97M-V with the def2-TZVPD basis set) of one molecule with the formula C5H11NO.

Each line ends with the Löwdin charge.
CARTESIAN COORDINATES (ANGSTROEM)
C -2.04 -0.14 0.70  -0.054
C -0.88 0.81 0.88  -0.313
C 0.42 0.60 1.64  -0.084
N 0.29 0.31 0.25  -0.159
C 0.92 0.54 -1.02  -0.151
C 0.98 -0.87 -1.62  -0.266
O 1.78 -1.69 -0.80  -0.073
H -2.14 -0.24 -0.39  0.071
H -3.00 0.18 1.10  0.067
H -1.82 -1.15 1.06  0.081
H -1.12 1.88 0.74  0.137
H 0.60 -0.24 2.30  0.103
H 0.95 1.50 1.95  0.100
H 0.35 1.23 -1.66  0.121
H 1.93 0.96 -0.93  0.122
H -0.06 -1.26 -1.66  0.109
H 1.38 -0.93 -2.64  0.115
H 1.48 -1.49 0.10  0.074

Calculated values
Kohn-Sham gap in eV: 9.8
E_HOMO in Eh: -0.323
F_max in eV/Å: 0.45
Net charge: 0

***

The following is a DFT calculation (ωB97M-V with the def2-TZVPD basis set) of a 3-piece molecular cluster, C16H23BrF2NO12P2 overall.

Each line ends with the Löwdin charge.
CARTESIAN COORDINATES (ANGSTROEM)
O -2.07 2.56 -1.14  -0.049
C -1.67 1.70 -0.28  -0.352
C -2.30 0.24 -0.38  -0.155
C -2.46 -0.31 -1.91  -0.399
P -0.75 -0.77 -2.70  0.154
Br -1.01 1.11 -4.04  0.278
C -0.60 -2.34 -1.64  -0.347
O 0.38 -3.32 -2.10  -0.262
O 1.11 -3.79 -1.04  -0.089
P 1.26 -1.08 -3.62  0.518
O 1.30 -2.18 -4.69  -0.395
O 1.70 0.39 -4.45  -0.368
O 2.50 -1.25 -2.40  -0.263
N -0.66 2.16 0.68  0.057
C -0.13 1.09 1.55  -0.213
C -0.70 0.84 2.97  -0.020
C -0.07 -0.37 3.77  -0.077
C 1.05 -1.26 3.13  -0.062
C 1.62 -1.00 1.67  -0.045
C 1.00 0.20 0.91  -0.015
H -1.73 -0.58 0.18  0.085
H -3.34 0.29 0.13  0.125
H -3.07 -1.29 -1.81  0.075
H -3.06 0.44 -2.53  0.032
H -0.08 -0.03 -1.66  -0.044
H -1.40 -1.56 -3.73  0.006
H -0.37 -2.12 -0.52  0.090
H -1.63 -2.89 -1.62  0.098
H 1.76 -3.09 -0.76  0.079
H 2.07 0.99 -3.75  0.035
H 3.03 -0.40 -2.37  0.055
H -1.07 2.95 1.21  0.125
H -1.52 1.50 3.42  0.091
H -0.51 -0.59 4.81  0.079
H 1.50 -2.17 3.70  0.065
H 2.42 -1.64 1.18  0.084
H 1.37 0.39 -0.17  0.086
C -3.78 5.28 -0.82  -0.068
C -4.61 5.58 -2.03  -0.316
O -4.76 6.98 -1.99  0.132
C -3.65 7.45 -1.36  -0.536
O -3.30 8.59 -1.37  0.154
O -2.98 6.45 -0.71  0.077
F -5.83 5.01 -1.94  0.072
H -4.38 5.17 0.08  0.147
H -3.16 4.39 -0.94  0.106
H -4.14 5.29 -2.98  0.182
C 4.86 -5.03 4.01  -0.071
C 3.73 -4.33 3.34  -0.333
O 4.30 -3.12 2.91  0.127
C 5.62 -3.40 2.69  -0.526
O 6.37 -2.70 2.07  0.177
O 5.98 -4.58 3.27  0.075
F 2.74 -4.04 4.21  0.067
H 4.98 -4.73 5.06  0.147
H 4.77 -6.12 3.97  0.143
H 3.32 -4.87 2.48  0.182

Calculated values
Kohn-Sham gap in eV: 7.2
E_HOMO in Eh: -0.192
F_max in eV/Å: 5.24
Net charge: -1

***

The following is a DFT calculation (ωB97M-V with the def2-TZVPD basis set) of a 40-piece molecular cluster, H80O40 overall.

Each line ends with the Löwdin charge.
CARTESIAN COORDINATES (ANGSTROEM)
H 1.41 -2.80 5.01  0.045
H 1.66 -1.33 5.45  0.033
O 0.99 -1.95 5.15  -0.048
H -5.57 -2.16 -2.41  0.046
H -4.93 -3.59 -1.76  0.050
O -4.86 -2.71 -2.13  -0.029
H -3.31 0.96 -5.97  0.090
H -2.93 0.75 -4.78  -0.011
O -2.78 1.54 -5.33  -0.097
H 4.54 -0.26 3.33  -0.016
H 4.78 0.66 4.29  0.012
O 5.05 -0.24 4.14  -0.021
H -0.13 4.35 -4.94  0.068
H -1.21 4.18 -3.89  0.040
O -0.25 4.32 -3.98  -0.048
H 3.22 -3.93 -1.12  0.038
O 3.54 -4.24 -0.21  -0.086
H -1.91 0.90 -1.41  0.032
O -2.62 0.25 -1.32  -0.040
H 5.03 3.74 -2.66  0.019
H 3.86 2.84 -3.35  -0.026
O 4.73 2.90 -2.98  -0.047
H -1.36 5.42 0.99  0.057
H 0.01 4.67 1.20  0.025
O -0.79 4.70 0.67  -0.052
H 4.90 -0.80 1.59  -0.023
H 5.46 -1.04 0.11  0.049
O 5.64 -0.69 0.99  -0.026
H -3.37 -4.05 0.07  0.005
H -3.86 -5.45 0.59  0.043
O -4.20 -4.58 0.31  -0.119
H 2.62 4.13 -1.51  0.028
O 2.01 4.27 -0.80  -0.012
H 4.83 1.49 2.43  0.057
H 3.96 1.80 3.59  0.050
O 3.92 1.71 2.64  -0.043
H -4.41 3.98 -3.08  0.037
H -3.55 2.91 -3.79  0.006
O -3.58 3.51 -3.03  -0.053
H -0.76 0.65 6.43  0.052
H -0.92 1.88 5.70  0.055
O -0.24 1.46 6.26  -0.059
H 1.76 -1.18 -3.93  0.051
H 0.50 -0.70 -3.22  0.019
O 1.21 -0.35 -3.84  -0.094
H 2.20 -3.26 -2.69  0.092
H 1.51 -3.72 -1.30  0.079
O 1.41 -3.68 -2.27  -0.049
H -2.41 -0.90 -5.21  0.059
H -3.68 -1.57 -4.63  0.049
O -3.34 -1.14 -5.43  -0.055
H 2.88 2.04 0.57  -0.002
O 3.35 1.63 -0.16  -0.043
H 1.96 1.96 3.23  -0.017
H 0.45 2.03 2.92  0.026
O 1.33 2.22 2.56  -0.071
H -3.62 -1.20 2.55  -0.005
O -4.09 -1.18 3.37  -0.036
H -0.84 -4.81 -2.24  -0.013
H 0.04 -5.74 -1.82  0.030
O -0.82 -5.77 -2.27  -0.063
H -2.54 0.75 2.05  -0.001
H -2.81 1.89 2.99  0.059
O -2.07 1.43 2.57  -0.060
H 5.81 2.90 -0.29  0.038
H 4.84 3.44 0.67  0.020
O 5.47 3.77 -0.01  -0.074
H -0.89 -1.92 -2.95  -0.014
H 0.34 -2.95 -3.25  0.029
O -0.55 -2.55 -3.60  -0.117
H 0.57 -1.02 -0.85  0.032
H -0.67 -0.10 -0.73  0.049
O -0.40 -1.07 -0.89  -0.084
H 4.08 -4.81 1.77  0.035
H 4.60 -3.35 2.36  0.005
O 4.80 -4.22 2.05  -0.057
H -2.01 0.35 4.44  0.006
H -3.15 -0.10 5.43  0.053
O -2.46 0.55 5.26  -0.061
H 1.96 -0.52 0.55  0.019
H 2.54 -1.36 1.81  0.052
O 2.44 -1.33 0.84  -0.052
H -3.47 -0.50 0.18  0.107
H -2.01 -0.99 0.49  0.022
O -2.78 -0.58 0.92  -0.086
H 2.97 0.21 -1.79  0.043
H 4.35 0.37 -2.44  0.027
O 3.60 -0.24 -2.44  -0.090
H 1.19 1.71 0.03  0.003
O 0.50 1.17 0.41  -0.100
H -0.71 2.20 -2.19  0.048
H 0.08 3.23 -1.23  0.025
O -0.44 2.43 -1.30  -0.060
H 3.58 0.77 0.21  0.018
H 4.42 -4.00 -0.54  0.063
H -5.03 -1.34 3.38  0.047
H -2.98 0.04 -2.19  0.071
H 2.29 3.89 0.04  0.025
H -0.25 1.76 0.66  0.056
O -5.75 1.41 -2.45  -0.112
H -5.20 1.63 -1.58  0.054
H -5.80 0.46 -2.34  -0.009
O -2.09 -2.57 4.64  -0.054
H -1.38 -2.09 4.22  0.011
H -2.69 -2.93 3.98  0.026
O -2.65 -3.10 -1.14  -0.048
H -2.35 -2.38 -0.60  -0.001
H -3.15 -2.84 -1.92  0.014
O 1.59 0.47 4.57  -0.104
H 0.99 0.85 5.28  0.034
H 0.99 -0.18 4.19  0.021
O -4.61 3.00 -0.54  -0.054
H -4.91 3.84 -0.87  0.042
H -3.66 3.07 -0.34  0.062
O 1.96 2.79 -3.61  -0.065
H 1.70 1.99 -4.09  0.047
H 1.26 3.42 -3.40  -0.006
O -1.59 -4.01 2.09  -0.021
H -1.61 -3.82 3.02  -0.012
H -0.71 -3.76 1.79  0.039

Calculated values
Kohn-Sham gap in eV: 9.8
E_HOMO in Eh: -0.386
F_max in eV/Å: 3.87
Net charge: 0

***

The following is a DFT calculation (ωB97M-V with the def2-TZVPD basis set) of one molecule with the formula C5H6ClNO.

Each line ends with the Löwdin charge.
CARTESIAN COORDINATES (ANGSTROEM)
C 1.48 -0.35 -0.04  -0.684
C 0.64 0.58 0.96  -0.351
C -1.38 -0.65 0.28  -0.192
C -1.37 -0.49 -0.97  -0.042
C 0.01 1.74 0.31  -0.170
H 1.36 -1.35 0.43  0.098
H 0.82 -0.58 -1.01  0.113
H 1.32 0.62 1.80  0.139
H -1.97 -1.58 0.48  0.140
H -0.95 0.44 -1.54  0.108
H -2.00 -0.98 -1.65  0.057
N -0.50 2.62 -0.25  0.184
O -0.50 -0.19 1.32  -0.093
Cl 3.05 0.17 -0.11  0.691

Calculated values
Kohn-Sham gap in eV: 10.7
E_HOMO in Eh: -0.364
F_max in eV/Å: 7.64
Net charge: 0

***

> net charge of number 2 (C5H11NO)?

0

***

> What is the formula in the second record?

C5H11NO

***

> Which value of Kohn-Sham gap does entry 3 give?

7.2 eV

***

> What is the formula in the fourth record?

H80O40